(1)
{"formula": "C4H7N6O2", "method": "ωB97M-V with the def2-TZVPD basis set", "e_homo_ev": -12.688, "total_charge": 1, "gap_ha": 0.3019, "symbols": ["C", "C", "C", "C", "N", "N", "N", "N", "N", "N", "O", "O", "H", "H", "H", "H", "H", "H", "H"], "positions_angstrom": [[1.33088, -0.05767, -0.18907], [2.49234, 0.57103, 0.11005], [-1.96562, -0.51199, -0.08150], [-1.81328, 0.71159, 0.79939], [1.33475, -1.34662, 0.14328], [2.44312, -1.62130, 0.59453], [-0.36229, 0.74739, -1.02593], [-1.11508, -0.38791, -1.07313], [3.15867, 1.71200, -0.03270], [-2.78383, -1.53379, 0.02310], [3.22792, -0.46987, 0.59012], [-0.93101, 1.50161, 0.01047], [-2.69975, 1.21006, 0.96493], [-1.61146, 0.43440, 1.89798], [-0.98441, -0.96736, -1.89352], [2.63793, 2.20795, -0.75375], [4.16388, 1.60632, -0.11727], [-3.27487, -1.90435, 0.81453], [-3.24788, -1.90149, -0.78149]], "nbo_charge": [0.084, 0.418, 0.527, -0.155, -0.254, 0.122, 0.091, -0.363, -0.768, -0.749, -0.285, -0.322, 0.242, 0.241, 0.457, 0.409, 0.431, 0.445, 0.429]}

***

(2)
{"formula": "C40H42ClCuN3OPSSb", "method": "ωB97M-V with the def2-TZVPD basis set", "e_homo_ev": [-12.867, -12.857], "total_charge": 2, "gap_ha": [0.2798, 0.2160], "multiplicity": 2, "symbols": ["Cu", "C", "C", "C", "C", "C", "C", "N", "Sb", "C", "C", "C", "C", "C", "C", "N", "C", "C", "C", "C", "C", "C", "N", "H", "H", "H", "H", "H", "H", "H", "H", "H", "H", "H", "H", "H", "H", "H", "H", "H", "H", "Cl", "C", "C", "C", "C", "C", "C", "P", "C", "C", "C", "C", "C", "C", "C", "C", "C", "C", "C", "C", "H", "H", "H", "H", "H", "H", "H", "H", "H", "H", "H", "H", "H", "H", "C", "C", "S", "O", "C", "C", "H", "H", "H", "H", "H", "H", "H", "H", "H", "H"], "positions_angstrom": [[-0.28230, -0.13650, 0.20130], [-0.79120, -1.91940, -2.61790], [-1.70360, -2.31730, -1.51090], [-2.53230, -3.42980, -1.63410], [-3.38810, -3.76050, -0.60080], [-3.43060, -2.94700, 0.52460], [-2.58030, -1.85450, 0.57820], [-1.74530, -1.56980, -0.40850], [-2.84950, -0.40130, 2.20380], [-0.82110, -0.39910, 3.03460], [-0.75830, -0.63520, 4.39810], [0.48490, -0.65620, 5.01540], [1.60590, -0.46200, 4.22950], [1.46400, -0.23440, 2.86050], [2.66980, -0.03810, 2.01190], [0.25460, -0.19200, 2.28530], [-2.63710, 1.22470, 0.74570], [-3.60410, 2.21670, 0.79380], [-3.63290, 3.17530, -0.20820], [-2.75430, 3.03980, -1.26690], [-1.81840, 2.00990, -1.26440], [-0.94930, 1.78310, -2.44870], [-1.73550, 1.17020, -0.22630], [-0.30070, -2.79610, -3.03150], [-0.04990, -1.20940, -2.26010], [-1.37240, -1.47390, -3.42440], [-2.50680, -4.00830, -2.54420], [-4.03500, -4.62160, -0.67620], [-4.12060, -3.15380, 1.33040], [-1.66820, -0.80040, 4.96150], [0.57170, -0.83040, 6.07910], [2.59500, -0.48060, 4.66380], [3.55870, -0.40790, 2.51770], [2.80160, 1.02310, 1.80610], [2.53240, -0.54760, 1.06330], [-4.32260, 2.23630, 1.60080], [-4.33890, 3.99030, -0.17500], [-2.79160, 3.71300, -2.10660], [-0.80760, 2.70670, -3.00230], [-1.45200, 1.07070, -3.10360], [0.01530, 1.36860, -2.16540], [2.42970, 0.63700, -1.36280], [3.39500, 1.93030, -0.74670], [4.74650, 1.96890, -1.03290], [5.50170, 3.02580, -0.55380], [4.89830, 4.03200, 0.18470], [3.54250, 3.98490, 0.47080], [2.77400, 2.90720, 0.02770], [0.98020, 2.69590, 0.38760], [0.80880, 2.95470, 2.19260], [-0.48050, 2.86860, 2.71940], [-0.69930, 3.05090, 4.07110], [0.36620, 3.31810, 4.91970], [1.65120, 3.37580, 4.40800], [1.87650, 3.17930, 3.05660], [0.35360, 4.26890, -0.31330], [0.62720, 4.55460, -1.65240], [0.15260, 5.71800, -2.22930], [-0.59980, 6.61150, -1.48000], [-0.85810, 6.33890, -0.14580], [-0.39730, 5.17070, 0.43430], [5.19390, 1.18110, -1.61790], [6.55750, 3.06420, -0.77080], [5.49320, 4.85700, 0.54620], [3.08570, 4.78500, 1.03730], [-1.31630, 2.65520, 2.06470], [-1.70050, 2.98500, 4.47000], [0.19470, 3.47810, 5.97210], [2.48390, 3.58270, 5.06360], [2.88690, 3.22020, 2.68190], [1.22160, 3.87000, -2.24090], [0.36990, 5.93530, -3.26460], [-0.97650, 7.51720, -1.93100], [-1.41790, 7.04320, 0.45070], [-0.60130, 4.97830, 1.47640], [3.24330, -3.13170, -1.44430], [2.47990, -3.90870, -0.39530], [0.80690, -3.17830, -0.17610], [1.06140, -1.71470, 0.09110], [0.45860, -3.93570, 1.47050], [-0.02890, -5.35390, 1.25690], [4.22460, -3.57470, -1.59400], [3.37490, -2.10650, -1.10570], [2.70920, -3.12210, -2.39150], [3.00280, -3.89720, 0.55810], [2.28330, -4.93620, -0.69910], [-0.30480, -3.31260, 1.94170], [1.36050, -3.89840, 2.07720], [-0.89460, -5.35650, 0.59830], [-0.31230, -5.79880, 2.20670], [0.74070, -5.98010, 0.81510]], "lowdin_spin": [0.688, 0.000, 0.005, 0.004, -0.003, 0.004, 0.005, 0.087, 0.007, -0.001, 0.001, 0.000, 0.001, 0.001, 0.000, 0.007, 0.004, 0.004, -0.003, 0.005, 0.007, 0.000, 0.084, 0.000, 0.000, 0.000, 0.001, 0.000, 0.000, 0.000, 0.000, 0.000, 0.000, 0.000, 0.000, 0.000, 0.000, 0.001, 0.000, 0.000, 0.000, -0.001, 0.000, 0.000, 0.000, 0.000, 0.001, 0.005, 0.031, 0.001, 0.001, 0.000, 0.001, 0.000, 0.001, 0.005, 0.002, 0.000, 0.002, 0.000, 0.003, 0.000, 0.000, 0.000, 0.000, 0.000, 0.000, 0.000, 0.000, 0.000, 0.000, 0.000, 0.000, 0.000, 0.000, 0.000, 0.004, 0.003, 0.033, -0.001, 0.000, 0.000, 0.000, 0.000, 0.000, 0.001, 0.000, 0.000, 0.000, 0.000, 0.000]}

***

(3)
{"formula": "C5H6O2", "method": "ωB97M-V with the def2-TZVPD basis set", "e_homo_ev": -10.002, "smiles": "C#C[C@H]1CO[C@H]1O", "gap_ha": 0.4023, "symbols": ["O", "C", "C", "C", "O", "C", "C", "H", "H", "H", "H", "H", "H"], "positions_angstrom": [[0.95923, 0.41169, -1.51003], [0.63050, 1.18340, -0.33862], [-0.61041, 0.31343, -0.07816], [0.03323, -0.62169, -1.13596], [0.81031, -1.65890, -0.65316], [-0.86079, -0.17541, 1.26836], [-1.08469, -0.53866, 2.39384], [1.66413, -1.20661, -0.73098], [1.38982, 1.11116, 0.45174], [0.46017, 2.22562, -0.60732], [-1.50618, 0.78731, -0.49113], [-0.61064, -0.95737, -1.95820], [-1.27468, -0.87396, 3.38962]], "nbo_charge": [-0.540, -0.047, -0.369, 0.397, -0.706, -0.017, -0.213, 0.486, 0.182, 0.189, 0.241, 0.160, 0.238]}

***

(4)
{"formula": "C4H9NOP", "method": "ωB97M-V with the def2-TZVPD basis set", "e_homo_ev": -13.619, "smiles": "CC1=[N+](C)[PH2]1C=O", "total_charge": 1, "gap_ha": 0.3310, "symbols": ["C", "C", "C", "C", "N", "O", "P", "H", "H", "H", "H", "H", "H", "H", "H", "H"], "positions_angstrom": [[-2.67088, 0.52066, -0.70228], [-0.68843, -0.73698, 0.27927], [-0.21227, -2.10063, 0.05244], [1.41905, 0.80290, -0.22205], [0.02731, 0.38122, 0.23704], [-3.84724, 0.60150, -0.56454], [-1.42566, 1.30080, 0.46539], [-2.31632, -0.11527, -1.47877], [-0.55756, -2.34949, -0.99080], [0.82840, -2.18417, 0.18525], [-0.73857, -2.88070, 0.69164], [1.67928, 0.37572, -1.20251], [2.12815, 0.26370, 0.48548], [1.72513, 1.85090, -0.05591], [-1.82718, 1.41891, 1.82860], [-1.19676, 2.77372, 0.42966]], "nbo_charge": [0.183, 0.192, -0.750, -0.477, -0.634, -0.415, 1.087, 0.183, 0.290, 0.235, 0.292, 0.248, 0.244, 0.262, 0.060, -0.002]}

***

Respective total energy values: -17283.1262, -132490.2678, -9374.0340, -17108.9596 eV.